A structure of composition C40H78Cl8N4O4 at a distorted geometry. Source: the OMol25 dataset; level of theory: ωB97M-V with the def2-TZVPD basis set.

Charge ... 0
E ... -5771.9395 a.u.
LUMO level (alpha / beta) ... -0.0040 / -0.0224 hartree
Relative energy (zero: lowest compared OMol25 entry of this formula, charge and spin) ... 116.4 kcal/mol
Spin multiplicity ... 5
E_HOMO (alpha / beta) ... -8.64 / -9.58 eV

```
134
Properties=species:S:1:pos:R:3:forces:R:3
C -2.454 1.711 -4.218 -1.3 0.8 0.8
C -2.226 3.235 -4.094 2.4 0.1 2.0
C -1.255 3.675 -5.210 0.2 0.2 0.2
C -1.847 3.575 -6.589 1.0 0.3 0.3
C -2.905 4.644 -6.545 -0.9 -1.4 -0.5
C -3.997 4.350 -5.441 -0.8 2.4 -1.5
N -3.427 4.072 -4.088 -3.8 -1.6 1.7
O -4.418 3.816 -3.050 4.1 0.9 -4.1
C -4.686 5.728 -5.398 -0.9 0.3 1.6
C -5.069 3.330 -5.965 1.7 0.7 0.5
C -1.404 3.571 -2.792 0.3 -0.4 0.3
H -3.309 1.471 -3.586 -0.2 -0.1 -0.1
H -1.645 1.134 -3.769 0.3 0.1 -0.6
H -2.723 1.477 -5.248 0.3 -0.5 0.2
H -1.002 4.724 -5.056 -0.1 0.3 0.1
H -0.267 3.220 -5.145 -0.3 -0.7 0.4
H -2.178 2.567 -6.839 -0.4 0.1 0.1
H -1.026 3.749 -7.284 -0.2 0.4 -0.4
H -3.430 4.661 -7.500 -0.4 0.1 0.0
H -2.497 5.647 -6.418 0.3 -0.2 0.2
H -5.388 5.720 -4.564 -0.3 0.0 0.1
H -4.025 6.562 -5.161 0.4 -0.2 -0.1
H -5.269 6.026 -6.269 0.3 -0.5 -0.3
H -5.808 3.212 -5.173 0.1 -0.5 -0.2
H -5.520 3.746 -6.866 -0.1 0.0 0.1
H -4.488 2.459 -6.269 -0.7 -0.5 0.3
H -1.022 4.588 -2.703 -0.3 0.3 -0.7
H -0.505 2.957 -2.776 -0.1 -0.1 -0.3
H -1.828 3.430 -1.798 -0.9 -0.4 -0.3
C -3.893 -3.447 1.980 1.3 -0.3 -0.7
C -4.255 -1.983 1.608 0.7 -0.1 2.4
C -4.130 -1.142 2.891 -0.6 1.8 0.1
C -4.205 0.370 2.569 1.0 0.5 1.0
C -3.126 0.825 1.589 -0.1 -1.2 -0.2
C -3.102 -0.031 0.297 -1.3 2.6 -0.3
N -3.254 -1.466 0.630 0.2 -2.9 -3.8
O -3.082 -2.350 -0.451 -0.4 3.1 3.4
C -4.260 0.533 -0.587 -0.9 -0.4 -0.9
C -1.784 0.345 -0.405 0.6 -1.5 -0.1
C -5.707 -1.954 1.185 0.4 -0.2 -1.3
H -2.813 -3.544 2.087 0.3 0.3 -0.3
H -4.138 -4.142 1.177 -0.2 0.1 0.0
H -4.190 -3.897 2.928 -1.0 0.7 0.1
H -5.013 -1.161 3.530 -0.1 -1.2 0.0
H -3.298 -1.399 3.546 0.3 0.0 -0.4
H -4.058 0.952 3.479 0.5 -0.2 0.5
H -5.239 0.687 2.438 -0.1 -0.2 -1.3
H -2.130 0.655 1.998 -0.1 0.2 0.7
H -3.193 1.882 1.330 -0.1 -0.1 -0.1
H -4.891 -0.207 -1.079 0.5 -0.5 -0.3
H -5.052 1.125 -0.127 0.4 0.2 0.9
H -3.884 1.183 -1.377 0.2 -0.1 0.0
H -1.582 1.378 -0.685 -0.9 0.3 0.5
H -0.970 0.078 0.269 0.3 -0.3 -0.2
H -1.676 -0.180 -1.354 0.1 -0.4 0.1
H -6.265 -2.148 2.101 -0.4 -0.1 -0.5
H -5.752 -2.743 0.435 -0.7 -0.2 0.1
H -6.031 -1.061 0.651 0.0 0.2 0.5
C 0.437 -3.078 -0.278 -1.2 0.7 0.8
C 1.598 -3.931 -0.542 0.6 -1.4 -0.8
C 2.562 -3.153 -1.413 2.3 -0.1 0.1
C 3.889 -3.893 -1.608 0.2 -0.7 -0.1
C 4.597 -4.180 -0.293 -1.3 1.4 -0.1
C 3.654 -4.853 0.755 1.8 0.0 -0.2
N 2.265 -4.396 0.745 -3.4 -2.2 2.3
O 1.420 -5.097 1.799 3.4 3.2 -4.9
C 3.848 -6.351 0.575 -0.7 -1.1 0.0
C 4.222 -4.468 2.080 0.9 0.3 1.8
C 1.111 -5.149 -1.407 -0.3 -1.0 1.0
H 0.695 -2.142 0.218 0.2 0.1 0.0
H -0.278 -3.577 0.376 -0.2 0.0 -0.3
H 0.013 -2.825 -1.250 -0.4 0.0 0.2
H 2.139 -2.923 -2.391 -0.3 -0.2 0.1
H 2.934 -2.207 -1.018 -0.7 0.3 0.6
H 4.579 -3.257 -2.163 -0.1 -0.3 -0.6
H 3.717 -4.854 -2.094 0.1 0.1 -0.5
H 4.930 -3.197 0.040 -0.1 0.2 0.6
H 5.532 -4.724 -0.430 -0.3 -0.4 0.1
H 4.423 -6.750 1.410 0.2 0.0 -0.1
H 2.913 -6.911 0.597 -0.1 0.2 0.0
H 4.354 -6.599 -0.358 0.0 0.0 0.0
H 5.301 -4.583 2.175 0.2 -0.5 -0.6
H 4.135 -3.402 2.290 -0.7 0.0 0.0
H 3.838 -5.092 2.887 -0.4 0.4 0.1
H 0.674 -5.001 -2.395 0.1 1.1 0.1
H 0.317 -5.626 -0.833 0.0 -0.1 0.1
H 1.840 -5.935 -1.602 0.4 0.2 0.4
C 1.078 0.585 2.728 0.7 0.3 2.0
C 1.124 -0.520 3.853 0.0 -0.2 -2.3
C 2.392 -1.354 3.534 0.2 -1.0 1.0
C 2.895 -2.318 4.678 -0.4 2.1 -0.4
C 3.034 -1.414 5.931 0.4 -0.8 -0.1
C 1.767 -0.598 6.370 1.4 -1.3 -0.2
N 1.279 0.112 5.181 -5.0 3.1 -0.1
O 0.186 1.056 5.394 4.2 -3.5 -0.4
C 0.825 -1.634 6.876 -2.3 -0.4 0.4
C 2.072 0.393 7.476 0.8 1.8 -0.4
C -0.151 -1.331 3.455 0.4 -1.4 0.8
H 0.210 1.199 2.968 -0.3 -0.2 -0.8
H 1.185 0.109 1.753 -0.5 0.2 0.0
H 1.914 1.274 2.856 0.3 -0.1 0.0
H 2.356 -1.942 2.617 -0.7 0.2 -0.2
H 3.150 -0.597 3.336 0.5 -0.1 0.3
H 3.873 -2.676 4.357 0.1 0.0 0.3
H 2.318 -3.218 4.891 -0.5 0.2 -0.4
H 3.926 -0.812 5.753 -0.1 0.4 0.2
H 3.256 -2.126 6.726 0.1 0.4 0.5
H 0.591 -2.438 6.178 0.5 -0.2 0.1
H 1.115 -1.999 7.861 0.4 -0.3 -0.2
H -0.163 -1.213 7.060 -0.1 0.4 0.0
H 1.220 0.792 8.026 -0.3 -0.3 -0.4
H 2.846 0.213 8.223 0.0 -1.2 -0.1
H 2.521 1.232 6.942 -0.2 0.5 0.1
H -0.274 -2.288 3.962 0.1 0.0 0.7
H 0.085 -1.717 2.464 -0.3 0.4 -0.3
H -1.142 -0.877 3.472 0.4 0.6 0.0
Cl 2.034 4.735 -5.570 -0.5 0.0 -0.2
C 3.619 4.750 -4.834 1.8 0.1 -0.8
C 4.767 4.811 -5.941 -1.3 0.4 0.7
Cl 4.629 6.361 -6.885 0.1 -0.6 0.5
H 3.713 3.853 -4.221 0.1 -0.1 -0.2
H 3.702 5.602 -4.160 0.0 0.1 -0.2
H 4.674 4.008 -6.672 -0.1 0.0 0.2
H 5.756 4.789 -5.483 -0.2 0.1 0.0
C 4.671 3.151 3.772 -0.3 -0.7 0.2
Cl 4.715 2.054 5.183 0.0 0.5 0.2
Cl 6.244 3.659 3.288 1.1 0.0 -0.2
Cl 3.711 4.627 4.001 -0.3 -0.8 0.0
H 4.324 2.443 3.019 -0.5 0.8 -0.1
C 2.737 2.308 -0.756 -2.0 -0.5 1.1
Cl 0.983 2.658 -0.753 -0.1 0.1 -0.8
Cl 2.848 0.531 -0.901 0.6 0.6 -0.1
Cl 3.138 2.875 0.880 1.3 0.0 -0.7
H 3.178 2.834 -1.603 0.4 -0.2 0.5
```
Positions in Å, forces in eV/Å.

Mulliken atomic charge list, values in e, 99 entries:
1. C -1.50
2. C 1.91
3. C -1.83
4. C -0.84
5. C -1.28
6. C 1.34
7. N 0.44
8. O -0.51
9. C -1.90
10. C -1.51
11. C -1.67
12. H 0.26
13. H 0.36
14. H 0.37
15. H 0.54
16. H 0.67
17. H 0.35
18. H 0.35
19. H 0.45
20. H 0.45
21. H 0.43
22. H 0.43
23. H 0.37
24. H 0.38
25. H 0.42
26. H 0.31
27. H 0.37
28. H 0.39
29. H 0.43
30. C -1.55
31. C 1.23
32. C -1.09
33. C -0.95
34. C -0.49
35. C 1.51
36. N 1.38
37. O -0.61
38. C -1.70
39. C -0.66
40. C -1.76
41. H 0.26
42. H 0.33
43. H 0.39
44. H 0.43
45. H 0.35
46. H 0.48
47. H 0.43
48. H -0.23
49. H 0.47
50. H 0.44
51. H 0.34
52. H 0.04
53. H -0.43
54. H -0.02
55. H 0.49
56. H 0.42
57. H 0.39
58. H 0.34
59. C -1.75
60. C 1.88
61. C -0.42
62. C -0.82
63. C -1.69
64. C 2.17
65. N 1.07
66. O -0.50
67. C -1.89
68. C -2.12
69. C -2.07
70. H -0.30
71. H 0.61
72. H 0.51
73. H 0.63
74. H -0.57
75. H 0.46
76. H 0.35
77. H 0.45
78. H 0.45
79. H 0.48
80. H 0.36
81. H 0.36
82. H 0.50
83. H 0.14
84. H 0.54
85. H 0.39
86. H 0.44
87. H 0.39
88. C -1.23
89. C 1.82
90. C -0.71
91. C -0.60
92. C -1.39
93. C 1.87
94. N 0.68
95. O -0.53
96. C -1.99
97. C -1.76
98. C -1.63
99. H 0.39